C34H41N4O5RhSi | the ωB97M-V functional and the def2-TZVPD basis

Cartesian coordinates (Å):
Rh -1.44039 -1.21201 1.37607
Si 1.47391 -0.66405 1.95960
O 3.55969 -0.18589 -1.78263
O -3.26306 -3.06835 -4.69153
O -1.42987 -3.82934 2.84509
O -1.18045 2.60387 -4.32600
O -2.36732 1.07283 3.26186
N -2.83250 -1.72457 -0.01747
N 5.19493 0.69367 -3.16047
N -1.56420 0.51965 0.22874
N -0.04475 -0.36615 2.76503
C -6.06320 2.48687 4.47512
C 5.94130 -1.98249 -4.32622
C 4.05972 -0.04336 -2.90431
C -2.62684 -1.10129 -1.23166
C -0.25748 2.34758 6.03212
C -4.29826 2.44558 2.82645
C -4.25182 -3.38063 -3.76936
C -3.61829 1.50905 3.63849
C -1.27374 2.27830 5.08533
C -0.98927 1.74109 0.45186
C 0.92329 1.69613 5.75108
C -5.56499 2.93736 3.27025
C 1.41871 -1.52130 0.27879
C -4.33667 -3.14184 -1.18730
C -0.64179 2.56805 -0.60003
C 6.45610 0.05152 -2.83201
C -4.07739 1.13607 4.92015
C 2.76588 -1.77021 2.89422
C -5.33512 1.60715 5.30776
C -1.89986 1.16092 -2.08805
C -3.75139 -2.74873 -0.01355
C -3.15240 -1.56915 -2.44410
C -1.02970 2.22305 -1.96621
C -1.97302 0.14999 -1.02961
C 6.98945 -0.81454 -3.99636
C -3.93425 -2.66820 -2.46374
C -0.38913 2.90549 -3.18214
C -1.25678 1.43097 4.01131
C 0.97637 0.84983 4.61558
C -1.60882 -2.78820 2.31309
C 4.60123 -1.60682 -4.94188
C 2.32076 1.03722 1.72953
C 3.50979 -0.93868 -4.11018
C -0.10852 0.57234 3.79050
H -5.26564 -3.06042 -4.09539
H -6.15334 3.63520 2.73202
H 2.16352 -2.42906 3.60798
H 3.44528 -1.17387 3.46535
H -0.31731 2.96367 6.88968
H 2.89044 -1.70399 -3.62892
H -1.40078 3.52581 -4.72957
H 2.45489 -1.69685 -0.10958
H 8.02891 -1.16145 -3.77026
H -5.74454 1.28499 6.24555
H 4.15317 -2.52122 -5.29774
H 3.32944 0.94673 1.34510
H -0.15089 3.49593 -0.41574
H 0.99456 -2.54668 0.39070
H -2.37523 0.98288 -3.01830
H -0.24818 3.99551 -3.04134
H -4.14632 -4.42910 -3.51116
H -0.76531 2.04833 1.43527
H -3.86572 2.71903 1.87372
H -2.22297 2.80537 5.30974
H 1.68763 1.77210 6.47583
H 3.28507 -2.33042 2.06478
H -5.14038 -3.86686 -1.11121
H 1.91258 0.29276 4.51032
H 2.28989 1.45114 2.72104
H 6.39885 -2.68973 -5.04057
H 0.91584 -1.00559 -0.54803
H 2.84076 -0.28781 -4.73307
H 6.97633 -0.14575 -4.88696
H 1.80690 1.69520 0.88093
H -3.50618 0.42813 5.53886
H 4.78624 -0.96791 -5.83119
H 7.18318 0.88355 -2.59791
H 0.59128 2.46985 -3.17346
H -3.68103 -2.88061 -5.56989
H -3.93409 -3.16158 1.00132
H -2.83423 -1.05069 -3.38090
H 5.18408 1.07696 -4.12434
H 5.60319 -2.54920 -3.42225
H 6.31925 -0.49181 -1.92107
H -7.11895 2.77872 4.70747

Results
Multiplicity: 5
Highest occupied orbital energy (spin up / spin down) (eV): -11.830 / -12.879
Electronic energy (eV): -62987.8717
Kohn-Sham gap (spin up / spin down) (eV): 5.78 / 3.34
LUMO (spin up / spin down) (Ha): -0.22241 / -0.35072
F_max (Eh/bohr): 0.153
Charge: +2
M (g mol⁻¹): 716.72

Atomic partial charges in e from the Mulliken method, atoms 1 to 2: Rh 0.62; Si 0.58